No. 1
{
  "formula": "C30H51BCl2F7IN3O8PS",
  "method": "the ωB97M-V functional and the def2-TZVPD basis",
  "orbital_gap_ev": [8.077, 8.816],
  "e_homo_ev": [-8.226, -8.968],
  "multiplicity": 3,
  "total_charge": 0,
  "symbols": ["C", "C", "C", "C", "C", "C", "S", "O", "O", "Cl", "C", "I", "B", "O", "O", "C", "O", "N", "C", "P", "O", "Cl", "C", "F", "F", "C", "F", "F", "C", "F", "F", "F", "H", "H", "H", "H", "H", "H", "H", "H", "H", "H", "H", "H", "H", "H", "H", "C", "C", "C", "C", "C", "C", "N", "O", "C", "C", "C", "H", "H", "H", "H", "H", "H", "H", "H", "H", "H", "H", "H", "H", "H", "H", "H", "H", "H", "C", "C", "C", "C", "C", "C", "N", "O", "C", "C", "C", "H", "H", "H", "H", "H", "H", "H", "H", "H", "H", "H", "H", "H", "H", "H", "H", "H", "H"],
  "positions_angstrom": [[-2.21823, 1.78435, 1.76031], [-1.03609, 1.16349, 0.94836], [-0.10197, 0.86724, 2.18005], [1.17878, 0.02837, 2.07386], [2.24776, 0.38303, 1.03681], [2.94398, -0.86631, 0.42573], [4.71344, -0.66326, 0.25336], [5.30530, -0.56198, 1.53457], [5.17275, -1.74161, -0.54205], [5.05594, 1.02608, -0.87140], [-0.50753, 2.28110, 0.00267], [-2.00094, 3.53454, -1.04955], [0.52810, 3.39182, 0.53016], [1.49373, 3.17680, 1.46564], [0.53391, 4.68639, -0.00738], [0.10116, 1.57436, -1.25077], [0.71064, 2.04873, -2.12385], [-0.20298, 0.23443, -1.02510], [-1.31790, 0.03507, -0.07957], [-2.95301, -0.09914, -1.18068], [-2.59744, 0.64275, -2.62294], [-4.47088, 1.07908, -0.43373], [-1.08891, -1.52126, 0.26760], [0.17934, -1.89078, 0.27701], [-1.52521, -2.18404, -0.85089], [-1.95628, -2.10423, 1.41858], [-2.65804, -3.12653, 0.95454], [-2.87830, -1.25036, 1.84601], [-1.24003, -2.68008, 2.68338], [-0.25448, -3.46693, 2.38592], [-2.13560, -3.45892, 3.28195], [-0.91602, -1.78247, 3.56790], [-1.83848, 2.51683, 2.46917], [-2.73856, 1.04219, 2.36501], [-2.96410, 2.30978, 1.17309], [-0.75085, 0.35306, 2.88871], [0.14225, 1.78247, 2.70278], [1.67851, 0.15645, 3.03917], [0.95769, -1.03518, 2.09969], [1.93880, 1.00504, 0.20426], [3.05118, 0.93622, 1.52438], [2.56623, -0.95319, -0.59271], [2.70727, -1.78884, 0.94843], [1.79965, 4.03649, 1.78911], [1.17953, 4.67416, -0.73240], [-0.25129, -0.28284, -1.89839], [-2.13151, -0.02884, -3.14412], [-8.44629, 3.90363, 0.99053], [-7.16025, 3.92750, 1.85649], [-7.48656, 4.42297, 3.27117], [-7.73811, 5.92664, 3.35579], [-6.59033, 6.70483, 2.71361], [-6.29429, 6.24883, 1.28305], [-6.12061, 4.77073, 1.19593], [-4.96587, 4.46075, 1.68410], [-7.43045, 6.72397, 0.35561], [-5.05815, 6.98132, 0.76144], [-6.72131, 2.46959, 1.94873], [-8.22718, 4.13313, -0.05223], [-8.90673, 2.91592, 0.98990], [-9.21004, 4.59628, 1.34446], [-6.65575, 4.17663, 3.94080], [-8.35577, 3.88159, 3.65191], [-8.68913, 6.18462, 2.88166], [-7.83385, 6.21965, 4.40354], [-6.82450, 7.77153, 2.71674], [-5.69493, 6.58625, 3.33255], [-7.28452, 6.35494, -0.66095], [-7.44693, 7.81345, 0.31082], [-8.42256, 6.42638, 0.68559], [-4.18193, 6.82003, 1.38791], [-5.24251, 8.05556, 0.74233], [-4.81519, 6.66546, -0.25498], [-6.46755, 2.07517, 0.96392], [-7.52594, 1.85707, 2.35577], [-5.86460, 2.32927, 2.60798], [7.05693, -5.65855, -0.72818], [7.10497, -4.77460, -2.00106], [5.68116, -4.42349, -2.45588], [4.94248, -5.58399, -3.11977], [5.78083, -6.19149, -4.24283], [7.18372, -6.59026, -3.78254], [7.87463, -5.47568, -3.07313], [8.25515, -4.60581, -3.94667], [7.08434, -7.83682, -2.88084], [7.99639, -7.06648, -4.98633], [7.79457, -3.48723, -1.55004], [7.88272, -6.37012, -0.70704], [7.15475, -5.05767, 0.17549], [6.12163, -6.21052, -0.62829], [5.72288, -3.59171, -3.16634], [5.10582, -4.06333, -1.60206], [4.68181, -6.34688, -2.38026], [3.99553, -5.22367, -3.52886], [5.26760, -7.06487, -4.65228], [5.85172, -5.46693, -5.06063], [8.06238, -8.10670, -2.47897], [6.71880, -8.68823, -3.45655], [6.39454, -7.72425, -2.04827], [8.06591, -6.31107, -5.76770], [7.52413, -7.94267, -5.43144], [9.00889, -7.34665, -4.68953], [8.81929, -3.68200, -1.22474], [7.25604, -3.04894, -0.71273], [7.82094, -2.72658, -2.32938]],
  "forces_ev_per_angstrom": [[-0.71, -0.31, -0.33], [-0.71, 1.84, 1.09], [0.41, -1.14, -0.55], [0.31, 0.24, 0.71], [1.09, -0.55, -0.05], [-1.06, 1.71, -0.88], [-0.26, -1.62, 0.24], [0.19, 1.21, 0.96], [0.15, -0.53, -1.16], [-0.46, -0.15, 0.48], [1.00, 0.71, -0.63], [-0.16, -0.19, 0.24], [0.09, 0.87, -0.19], [-0.39, -0.35, 0.63], [0.36, -0.62, -0.24], [-2.25, -1.09, 4.28], [1.86, 0.94, -2.53], [-0.46, 0.18, -1.31], [1.16, -0.52, -0.33], [-1.36, -0.63, -0.24], [0.44, -0.02, 0.97], [0.48, -0.06, -0.27], [-1.58, 0.88, -1.13], [1.00, 0.00, 1.10], [-0.04, -0.26, -0.43], [0.53, -0.68, 0.71], [-0.13, -1.11, -0.76], [-0.19, 1.44, 0.24], [-1.86, -0.64, -0.10], [1.84, -0.41, -0.62], [-0.93, -0.40, 0.45], [0.93, 1.22, 0.53], [0.29, 0.08, -0.08], [0.04, -0.11, -0.11], [0.09, -0.14, -0.06], [0.06, -0.12, -0.03], [-0.08, 0.33, -0.42], [-0.12, 0.06, 0.10], [-0.01, 0.06, -0.42], [-0.24, -0.02, 0.16], [-0.25, 0.28, 0.16], [0.19, -0.36, -0.11], [0.69, -0.11, 0.20], [0.24, -0.17, -0.27], [-0.23, 0.40, 0.03], [0.28, -0.24, 0.22], [-0.30, 0.16, -0.23], [-0.15, 0.18, -0.14], [-1.76, -0.80, -0.55], [0.26, 0.42, 0.25], [0.03, -0.01, -0.07], [-0.07, -0.37, 0.46], [-0.82, 1.47, -1.16], [0.81, 0.16, 2.20], [0.52, -0.31, -0.61], [-0.33, -0.16, 0.00], [0.53, -0.36, 0.14], [0.71, -0.10, 0.05], [0.03, 0.05, 0.03], [0.10, -0.03, 0.17], [0.05, 0.07, -0.06], [0.08, -0.03, -0.13], [0.01, -0.10, -0.15], [0.02, 0.00, -0.04], [-0.03, -0.01, -0.01], [0.05, 0.01, -0.18], [0.06, -0.10, -0.12], [0.03, -0.03, 0.03], [0.17, -0.01, 0.06], [0.03, -0.08, -0.02], [-0.03, -0.15, -0.03], [-0.19, -0.04, 0.02], [0.00, -0.04, 0.03], [-0.04, 0.05, 0.03], [-0.16, 0.19, -0.05], [0.09, 0.12, -0.13], [-0.06, -0.29, 0.06], [-0.26, -0.19, 1.98], [-0.20, -0.17, -0.49], [0.10, -0.01, 0.01], [-0.29, 0.50, 0.09], [-0.09, -2.00, 0.21], [-1.28, 1.37, -1.33], [0.84, 0.05, -0.07], [-0.14, 0.00, 0.33], [0.32, 0.50, -0.25], [0.48, 0.26, -0.52], [-0.03, -0.01, -0.06], [-0.07, 0.15, -0.11], [0.05, -0.07, -0.06], [0.16, -0.01, 0.01], [0.18, 0.03, 0.10], [0.04, -0.01, -0.01], [0.00, -0.01, 0.03], [0.16, -0.09, 0.01], [0.16, 0.03, 0.05], [0.00, 0.05, -0.01], [0.05, 0.09, -0.14], [0.06, 0.06, 0.03], [0.05, 0.09, 0.12], [-0.10, -0.01, 0.16], [-0.01, 0.05, 0.02], [0.00, -0.05, -0.07], [-0.13, -0.20, 0.00], [0.07, -0.14, -0.10]]
}

=====

No. 2
{
  "formula": "C30H51Br14N3O",
  "method": "the ωB97M-V functional and the def2-TZVPD basis",
  "e_above_lowest_kcal_mol": 78.1,
  "orbital_gap_ev": 8.103,
  "e_homo_ev": -7.985,
  "total_charge": 0,
  "smiles": "c1cc[nH]c1.c1cc[nH]c1.c1cc[nH]c1.C1CCOC1.BrCCBr.BrCCBr.BrCCBr.BrCCBr.BrCCBr.BrCCBr.BrCCBr",
  "symbols": ["C", "C", "C", "N", "C", "H", "H", "H", "H", "H", "C", "C", "C", "N", "C", "H", "H", "H", "H", "H", "C", "C", "C", "N", "C", "H", "H", "H", "H", "H", "C", "C", "C", "O", "C", "H", "H", "H", "H", "H", "H", "H", "H", "Br", "C", "C", "Br", "H", "H", "H", "H", "Br", "C", "C", "Br", "H", "H", "H", "H", "Br", "C", "C", "Br", "H", "H", "H", "H", "Br", "C", "C", "Br", "H", "H", "H", "H", "Br", "C", "C", "Br", "H", "H", "H", "H", "Br", "C", "C", "Br", "H", "H", "H", "H", "Br", "C", "C", "Br", "H", "H", "H", "H"],
  "positions_angstrom": [[8.47628, 4.72805, 0.89892], [8.93824, 5.77177, 1.69523], [7.86140, 6.35506, 2.34726], [6.68698, 5.73707, 1.86117], [7.10205, 4.73317, 1.02249], [9.09158, 4.09842, 0.27332], [9.98615, 6.03187, 1.67032], [7.76664, 7.16706, 3.05301], [5.72818, 5.95853, 2.08862], [6.41519, 4.23902, 0.35134], [2.20011, -0.75015, 7.31588], [2.25030, 0.57520, 6.97783], [3.55446, 0.83922, 6.68011], [4.30960, -0.32303, 6.72314], [3.47063, -1.35384, 7.02195], [1.35342, -1.29814, 7.70218], [1.49887, 1.33916, 7.11250], [4.07020, 1.76023, 6.45177], [5.30800, -0.30121, 6.57210], [3.82151, -2.37235, 7.09897], [-5.17427, -0.82540, 9.08389], [-5.22433, -0.44535, 7.72339], [-6.56152, -0.21887, 7.44164], [-7.34247, -0.53838, 8.51252], [-6.50008, -0.84449, 9.56997], [-4.31897, -1.12809, 9.66976], [-4.31671, -0.29138, 7.15863], [-6.95622, 0.16113, 6.51094], [-8.34516, -0.43919, 8.58239], [-6.90760, -0.97862, 10.56109], [-1.46103, 0.79185, -1.18341], [-0.69573, 1.16685, 0.07775], [0.19239, -0.05640, 0.32489], [-0.44104, -1.13031, -0.40592], [-0.94717, -0.67601, -1.60054], [-1.18110, 1.56830, -1.89535], [-2.50379, 0.69812, -0.88014], [-1.31073, 1.32380, 0.96388], [-0.06505, 2.05256, 0.00136], [0.30081, -0.41425, 1.34876], [1.17423, -0.00162, -0.14531], [-1.83820, -1.28115, -1.76776], [-0.33224, -0.65243, -2.50022], [-7.03434, 7.55271, 0.23051], [-7.86142, 6.07829, 1.33404], [-9.33628, 6.16828, 1.57153], [-9.76493, 4.84248, 2.99448], [-7.48176, 6.15009, 2.35327], [-7.46579, 5.13562, 0.95597], [-9.98272, 6.00102, 0.71000], [-9.70150, 7.10476, 1.99308], [-4.57530, -6.90834, 3.87756], [-5.74401, -5.34131, 3.59474], [-5.13417, -4.42539, 2.47885], [-5.29594, -5.32655, 0.70680], [-5.62019, -4.71238, 4.47634], [-6.78383, -5.65309, 3.49653], [-4.06535, -4.27140, 2.62731], [-5.58311, -3.43213, 2.47614], [3.52807, 1.86864, -9.34894], [2.61681, 0.18248, -8.76883], [3.55642, -0.67404, -8.01855], [4.16393, 0.25631, -6.33359], [2.25368, -0.35015, -9.64778], [1.73272, 0.52677, -8.23223], [4.38274, -0.82859, -8.71239], [3.13370, -1.66169, -7.83432], [2.69576, -10.38816, -2.05254], [0.88047, -9.60388, -1.98248], [0.76631, -8.06599, -1.84054], [0.53660, -7.26255, -3.66175], [0.33713, -10.00365, -1.12629], [0.31154, -9.95993, -2.84133], [1.62984, -7.59323, -1.37267], [-0.11507, -7.82375, -1.24674], [-1.26934, 6.04554, -6.15677], [-0.68312, 7.69832, -5.09153], [0.79539, 7.54490, -4.62291], [1.16036, 9.28909, -3.60720], [-1.28880, 7.77634, -4.18866], [-0.86272, 8.63207, -5.62439], [1.50568, 7.48194, -5.44730], [1.08520, 6.69986, -3.99841], [-6.29551, -3.25710, -7.32387], [-4.62610, -3.50140, -8.45524], [-4.93588, -3.01676, -9.94746], [-3.46139, -3.51750, -11.12963], [-4.42702, -4.57111, -8.39049], [-3.79857, -2.95083, -8.00783], [-5.13905, -1.94609, -9.96930], [-5.76868, -3.58100, -10.36719], [10.38772, -4.58831, 0.96868], [10.46604, -3.11395, -0.24656], [9.10178, -2.61810, -0.70668], [7.87696, -2.04383, 0.76268], [11.09001, -3.45136, -1.07415], [10.99432, -2.26254, 0.18254], [8.56481, -3.39146, -1.25593], [9.41405, -1.71374, -1.22891]],
  "forces_ev_per_angstrom": [[-1.22, -0.08, -0.13], [0.14, 0.68, 0.86], [-0.80, -0.13, -0.78], [2.22, -0.22, 0.20], [-0.36, -0.21, -1.15], [-0.28, -0.01, -0.01], [-0.12, 0.33, 0.67], [0.22, -0.08, -0.11], [0.41, -0.05, 0.03], [-0.22, -0.23, 0.43], [1.19, -3.53, -0.56], [0.57, 1.62, 0.53], [1.61, 0.35, -0.50], [-1.08, 1.15, -0.40], [-1.55, 0.91, 1.27], [-0.01, -0.03, -0.23], [-0.06, -0.18, -0.14], [-0.21, 0.03, -0.02], [-0.34, -0.45, -0.06], [-0.13, 0.14, 0.09], [-1.93, -0.36, 1.09], [-0.54, 0.18, 0.94], [0.62, -0.07, -1.34], [1.13, 0.43, 0.73], [0.94, -0.09, -0.78], [0.01, 0.22, -0.07], [-0.45, 0.06, -0.46], [-0.28, -0.18, 0.13], [0.36, 0.07, -0.11], [0.14, -0.26, -0.12], [0.63, -0.45, -0.24], [1.05, -0.59, 1.12], [0.00, -1.16, -1.03], [0.97, -0.93, 1.22], [-2.21, 2.25, 0.72], [-0.95, -0.22, -0.48], [-0.11, 0.43, -0.77], [-0.30, -0.02, -0.19], [-0.11, 0.07, -0.29], [-0.07, 0.24, -0.02], [0.33, 0.64, 0.28], [0.13, -0.11, -0.53], [0.62, -0.16, 0.23], [-0.79, -0.93, 0.71], [0.86, 0.44, 0.85], [-1.14, 0.03, -0.35], [0.03, 0.30, -0.65], [0.74, 0.42, -0.30], [-0.49, 0.18, -0.37], [0.19, -0.48, 0.05], [0.61, 0.04, 0.07], [-0.61, 0.46, -0.07], [1.50, 1.20, -0.39], [-0.44, -1.38, 0.05], [-0.02, 0.69, 0.67], [-0.21, -0.38, 0.33], [0.33, 0.00, -0.34], [-0.13, -0.30, 0.08], [-0.40, -0.28, -0.32], [-0.53, -0.80, -0.03], [-0.83, 1.24, -0.33], [0.71, 0.22, 0.16], [-0.34, -1.04, -1.07], [0.27, 0.19, -0.21], [0.25, -0.06, 0.19], [0.54, 0.04, 0.66], [-0.09, 0.22, 0.61], [-0.92, 0.58, 0.02], [-0.56, 0.50, 0.41], [0.38, -0.58, -0.88], [0.16, -0.17, 0.96], [0.57, -0.34, 0.21], [0.44, 0.11, -0.12], [-0.03, -0.13, -0.26], [-0.04, 0.05, -0.35], [0.50, 1.51, 0.86], [0.82, -0.95, 0.91], [-0.29, 0.98, -0.63], [-0.08, -1.37, -0.67], [-0.26, -0.51, -0.23], [0.25, -0.49, -0.54], [-0.17, 0.56, -0.09], [-0.78, 0.25, 0.39], [1.15, 0.03, -0.76], [-0.98, 0.34, -1.19], [0.02, -1.06, 1.70], [-0.02, 0.33, 0.31], [-0.07, 0.20, -0.21], [-0.34, 0.09, 0.02], [0.27, -0.18, -0.17], [-0.03, 0.24, 0.30], [0.08, -0.25, 0.33], [-0.14, 0.48, 0.16], [0.63, -0.12, 0.63], [0.77, -0.26, -0.71], [-0.39, 0.00, -0.23], [0.03, -0.31, 0.47], [-0.01, 0.50, -0.17], [-0.98, -0.05, -0.49]]
}